Entry 1:
{
  "formula": "C20H18N2O3S2",
  "method": "ωB97M-V/def2-TZVPD",
  "smiles": "COc1cccc2c1cc1n2C(=O)[C@@H](SSCc2ccccc2)N(C)C1=O",
  "e_tot_ev": -51824.3552,
  "homo_ev": -8.56,
  "elements": ["C", "O", "C", "C", "C", "C", "C", "C", "C", "C", "N", "C", "O", "C", "S", "S", "C", "C", "C", "C", "C", "C", "C", "N", "C", "C", "O", "H", "H", "H", "H", "H", "H", "H", "H", "H", "H", "H", "H", "H", "H", "H", "H", "H", "H"],
  "positions_angstrom": [[-3.519474, -6.283421, -1.682386], [-2.554669, -5.394091, -2.157760], [-1.875045, -4.761678, -1.158138], [-1.380641, -5.373161, 0.018767], [-0.680353, -4.641395, 1.014723], [-0.524387, -3.222984, 0.984919], [-1.028305, -2.659796, -0.195282], [-1.601367, -3.410766, -1.281498], [-1.823554, -2.427136, -2.325242], [-1.389150, -1.258741, -1.926884], [-0.942685, -1.336809, -0.608200], [-0.328183, -0.262529, -0.029364], [0.009550, -0.183484, 1.123285], [-0.193149, 1.044628, -0.900592], [1.546941, 1.162857, -1.412148], [1.887233, 2.961788, -0.507781], [2.720751, 2.287194, 1.058914], [2.772896, 3.504181, 1.909228], [3.942184, 4.257577, 1.995745], [4.104494, 5.407288, 2.805264], [2.989730, 5.774999, 3.498724], [1.833951, 4.997038, 3.564099], [1.608088, 3.911214, 2.692431], [-1.155144, 1.206131, -1.993893], [-1.211783, 2.409411, -2.758308], [-1.629254, -0.022730, -2.639689], [-2.264010, 0.043813, -3.716615], [-4.276691, -5.757535, -1.134694], [-3.903611, -6.764784, -2.562085], [-3.124297, -6.967948, -0.935381], [-1.426397, -6.488476, 0.155973], [-0.199827, -5.090933, 1.861650], [0.090428, -2.700554, 1.766464], [-2.451327, -2.610836, -3.221201], [-0.412761, 1.797371, -0.127556], [1.966758, 1.591610, 1.488836], [3.683233, 1.814852, 0.801021], [4.761442, 4.011090, 1.325812], [4.920823, 6.121607, 2.898602], [2.997951, 6.692940, 4.159544], [1.056269, 5.104462, 4.311247], [0.673826, 3.341329, 2.799962], [-0.896110, 3.189485, -2.127819], [-2.199742, 2.607616, -3.180208], [-0.574635, 2.379308, -3.652489]],
  "forces_ev_per_angstrom": [[-0.1, -0.5, 0.4], [1.1, 0.7, 0.3], [0.7, -0.2, 1.2], [0.4, -0.8, 0.3], [-0.3, 1.7, -0.7], [0.2, -1.4, -0.4], [0.5, -0.8, 0.4], [0.2, 1.9, 0.7], [-2.0, -3.1, -1.5], [-0.1, 1.3, 0.3], [0.7, 0.4, -0.5], [-0.7, 1.4, -0.1], [0.3, -0.6, 0.2], [-1.3, -0.8, 0.2], [-0.2, 0.6, -0.2], [1.3, -0.7, 0.5], [-1.5, 0.4, -0.6], [-0.9, 0.9, 1.6], [0.8, 0.6, -0.3], [-1.3, -0.2, -0.7], [-0.9, 1.4, 2.5], [-1.0, -1.5, -1.2], [2.7, 0.3, 0.5], [-0.7, -4.3, -0.3], [-0.1, -0.3, -1.4], [-0.7, 3.7, -1.6], [1.7, -0.3, 2.5], [-0.8, 0.5, 0.0], [-0.3, -0.5, -0.1], [0.2, -0.5, -0.4], [-0.1, 1.3, -0.2], [-0.2, -0.7, 0.1], [-1.1, -0.4, -1.1], [0.9, 0.3, 0.6], [0.5, 0.0, -0.5], [0.8, 0.1, -0.4], [-0.5, 0.3, 0.2], [0.0, -0.4, 0.2], [0.4, -0.8, -0.6], [0.2, -1.1, -0.8], [0.1, 0.8, -0.1], [0.6, 0.1, -0.4], [0.3, 1.2, 0.7], [-0.1, -0.2, 0.5], [0.2, -0.1, 0.3]]
}

=====

Entry 2:
{
  "formula": "C5H8N2",
  "method": "ωB97M-V/def2-TZVPD",
  "smiles": "Cc1cnn(C)c1",
  "e_tot_ev": -8292.5320,
  "homo_ev": -8.41,
  "elements": ["C", "C", "C", "N", "N", "C", "C", "H", "H", "H", "H", "H", "H", "H", "H"],
  "positions_angstrom": [[1.940665, -0.650037, 0.137829], [1.148811, 0.507289, -0.466927], [0.626419, 1.606423, 0.299123], [-0.687582, 1.559655, 0.396232], [-1.062371, 0.499931, -0.368289], [-2.137413, -0.347065, 0.103628], [0.008673, -0.067936, -0.953302], [2.754975, -0.292329, 0.750081], [2.272579, -1.389443, -0.596893], [1.242424, -1.188767, 0.809001], [1.141626, 2.444384, 0.762008], [-2.377800, -1.064030, -0.679868], [-2.998224, 0.262348, 0.354026], [-1.827327, -0.908101, 0.997500], [-0.045450, -0.972323, -1.544142]],
  "forces_ev_per_angstrom": [[0.6, 0.1, 0.1], [-0.4, -0.4, 0.4], [0.0, -0.1, 0.2], [0.1, 0.1, -0.3], [-0.2, 0.1, -0.4], [-0.4, 0.0, -0.1], [-0.4, 0.0, -0.1], [0.5, -0.1, 0.0], [0.2, 0.3, 0.0], [0.5, 0.2, -0.1], [0.0, -0.4, 0.1], [-0.2, 0.1, 0.0], [-0.1, 0.0, 0.0], [0.0, 0.2, -0.2], [-0.3, -0.1, 0.3]]
}

=====

Entry 3:
{
  "formula": "C3H7NO2",
  "method": "ωB97M-V/def2-TZVPD",
  "e_tot_ev": -8804.5440,
  "homo_ev": [-9.79, -9.93],
  "elements": ["C", "C", "C", "O", "O", "N", "H", "H", "H", "H", "H", "H", "H"],
  "positions_angstrom": [[1.116965, 0.871193, 0.363868], [-0.584110, -1.037747, 0.368782], [0.153238, -0.002289, -0.579802], [-1.562118, -0.415163, 1.145725], [2.133996, 0.050711, 0.034269], [-0.446057, 0.499241, -1.644910], [-2.320135, -0.202155, 0.587951], [1.004270, -0.754522, -0.911479], [-0.654594, 1.492016, -1.513479], [1.183382, 1.897419, -0.020043], [0.798812, 0.860794, 1.413454], [0.170636, -1.445984, 1.035758], [-0.994285, -1.813514, -0.280092]],
  "forces_ev_per_angstrom": [[-0.9, 0.0, -0.4], [0.0, 0.5, -0.6], [1.6, -1.4, 1.8], [-0.2, 0.1, 0.1], [0.9, 0.2, 0.4], [-1.0, 0.6, -1.0], [0.1, 0.0, 0.1], [-0.7, 0.3, -0.2], [0.1, 0.0, -0.1], [0.1, -0.1, 0.0], [0.1, -0.1, -0.1], [0.0, 0.0, 0.0], [0.0, -0.1, 0.1]]
}

=====

Entry 4:
{
  "formula": "C12H10N2S",
  "method": "ωB97M-V/def2-TZVPD",
  "smiles": "Nc1cccc2c1Nc1ccccc1S2",
  "e_tot_ev": -26419.8257,
  "homo_ev": -8.25,
  "elements": ["N", "C", "C", "C", "C", "C", "C", "N", "C", "C", "C", "C", "C", "C", "S", "H", "H", "H", "H", "H", "H", "H", "H", "H", "H"],
  "positions_angstrom": [[1.237758, 2.198338, -2.024853], [0.244625, 1.137286, -2.038580], [-0.098902, 0.419067, -3.285821], [-1.102617, -0.633621, -3.311426], [-1.838053, -1.034951, -2.096105], [-1.483212, -0.327876, -0.878409], [-0.461619, 0.745068, -0.812825], [-0.139363, 1.399925, 0.456428], [0.203465, 0.428338, 1.482171], [1.447061, 0.496902, 2.261212], [1.713563, -0.561768, 3.246220], [0.813250, -1.680016, 3.496723], [-0.438846, -1.736873, 2.754057], [-0.707649, -0.698504, 1.778441], [-2.231232, -0.709451, 0.754284], [0.777183, 3.099976, -2.194926], [1.908484, 2.035955, -2.777433], [0.406808, 0.687634, -4.239521], [-1.362856, -1.182511, -4.246394], [-2.591312, -1.851539, -2.082108], [-0.952720, 1.934009, 0.783848], [2.166800, 1.337238, 2.099079], [2.691433, -0.467940, 3.785205], [1.017301, -2.503150, 4.218677], [-1.219353, -2.531537, 2.872054]],
  "forces_ev_per_angstrom": [[-0.9, -0.7, -0.4], [-1.6, -1.6, -0.2], [-1.1, -0.7, 1.6], [-0.1, 0.5, 1.9], [2.1, 2.0, 0.1], [1.1, 0.7, -0.5], [-0.3, -0.8, -2.1], [-0.3, -1.0, -0.1], [0.8, -1.9, 2.1], [-1.9, -1.7, 0.0], [-0.7, 0.3, -0.8], [-0.9, 1.5, -1.5], [1.0, 1.6, -0.7], [1.2, 0.7, -0.1], [1.1, -0.1, -0.4], [0.3, -0.4, 0.2], [-0.3, 0.2, 0.2], [-0.4, -0.2, 0.9], [0.5, 0.7, 0.8], [0.7, 0.8, -0.1], [0.3, -0.2, -0.2], [-0.8, -1.0, 0.2], [-1.1, -0.3, -0.4], [0.1, 1.0, -0.6], [1.1, 0.7, 0.0]]
}

=====

Entry 5:
{
  "formula": "C5H11NO",
  "method": "ωB97M-V/def2-TZVPD",
  "e_tot_ev": -8893.3195,
  "homo_ev": -9.05,
  "elements": ["O", "C", "N", "C", "C", "C", "C", "H", "H", "H", "H", "H", "H", "H", "H", "H", "H", "H"],
  "positions_angstrom": [[0.404419, 0.112779, 2.320459], [1.377671, 0.123942, 1.449250], [1.617290, -0.798531, 0.098297], [1.015673, 0.498819, -0.006172], [-0.456215, 0.745680, -0.140418], [-1.163299, -0.637286, 0.122811], [-0.917429, 1.889690, 0.686649], [2.397551, 0.286351, 1.953464], [1.424503, -3.823891, -4.195858], [1.614055, 1.327780, -0.460586], [0.670466, -4.036889, -4.180409], [-0.659836, 0.959201, -1.366479], [-2.209038, -0.422104, 0.231479], [-1.051736, -1.148217, 1.116105], [-1.010193, -1.529943, -0.473766], [-0.254111, 2.703805, 0.672021], [-1.986153, 2.110083, 0.484514], [-0.813619, 1.638733, 1.688640]],
  "forces_ev_per_angstrom": [[3.8, 0.3, -3.3], [-1.2, -1.5, 7.4], [-1.5, 4.2, 0.3], [1.7, -1.8, -3.6], [-0.6, -2.6, -2.9], [-1.0, -0.2, 2.0], [-1.9, -0.3, -0.9], [-1.2, -0.3, -1.2], [-1.3, -0.4, 0.0], [-0.1, -0.4, 0.3], [1.3, 0.4, 0.0], [0.9, -0.4, 3.2], [-0.9, 0.0, -0.7], [0.7, 1.2, -0.5], [0.2, 0.6, -1.2], [0.6, 1.6, -1.0], [0.8, 0.3, 0.1], [-0.4, -0.9, 2.0]]
}

=====

Entry 6:
{
  "formula": "C22H50N2O3P2Sn",
  "method": "ωB97M-V/def2-TZVPD",
  "e_tot_ev": -57112.1900,
  "homo_ev": -21.26,
  "charge": 4,
  "elements": ["Sn", "C", "O", "C", "O", "P", "C", "H", "C", "H", "C", "H", "C", "P", "H", "H", "C", "H", "C", "H", "H", "H", "C", "H", "H", "H", "C", "H", "H", "H", "C", "H", "H", "H", "C", "H", "H", "H", "C", "H", "H", "H", "C", "H", "H", "H", "C", "H", "C", "H", "H", "C", "H", "H", "H", "C", "H", "H", "H", "C", "H", "H", "H", "C", "H", "H", "H", "H", "H", "C", "N", "C", "N", "O", "H", "H", "H", "H", "H", "H"],
  "positions_angstrom": [[-0.046651, -0.068326, -0.348451], [2.186679, -0.684046, -0.959247], [3.178584, -0.426531, -0.369050], [-2.393573, 0.216690, 0.538046], [-3.356966, 0.638766, 1.045881], [0.030553, 2.444935, -1.266922], [-0.360929, 2.356949, -3.075548], [-0.410964, 3.406517, -3.421443], [-1.270132, 3.524372, -0.505019], [-2.175635, 2.881895, -0.535601], [1.716181, 3.181932, -1.136051], [2.347501, 2.457704, -1.691642], [1.494852, -3.581282, 1.120517], [-0.000151, -2.862281, 0.349277], [-0.435204, -4.848389, -0.989704], [2.290646, -3.418382, 0.369763], [-1.506075, -3.546347, 1.224500], [-1.337305, -4.638380, 1.194808], [-0.966084, 3.858596, 0.967864], [-1.878486, 4.287683, 1.417766], [-0.159586, 4.607309, 1.051612], [-0.682561, 2.961998, 1.545359], [-1.557525, 4.783783, -1.334274], [-0.727117, 5.504096, -1.298132], [-2.445240, 5.269236, -0.903702], [-1.791561, 4.556481, -2.383936], [1.774150, 4.529892, -1.857738], [1.346778, 4.493688, -2.868470], [2.829077, 4.814730, -1.970607], [1.272910, 5.326222, -1.292033], [2.260106, 3.263847, 0.300008], [3.316106, 3.573316, 0.243257], [2.223160, 2.290082, 0.813818], [1.721672, 4.005878, 0.909568], [0.789652, 1.660317, -3.805441], [1.727711, 2.222443, -3.789517], [0.491515, 1.477038, -4.846885], [1.062210, 0.717568, -3.305133], [-1.733318, 1.686005, -3.269728], [-1.779538, 0.679344, -2.816269], [-1.956830, 1.614802, -4.346032], [-2.528119, 2.286080, -2.803587], [1.289815, -5.082523, 1.299842], [0.999984, -5.570553, 0.357576], [0.539896, -5.314104, 2.068694], [2.241872, -5.530997, 1.607388], [1.896260, -2.806142, 2.382327], [1.194906, -2.956134, 3.210769], [-1.207026, -3.073005, -2.036117], [1.957807, -1.726383, 2.174665], [2.887855, -3.146224, 2.716216], [1.246440, -3.821903, -1.982935], [-0.904623, -2.001079, -2.006719], [-1.223078, -3.440164, -3.073096], [-2.239713, -3.069346, -1.643658], [-0.122828, -3.819868, -1.260134], [1.113990, -4.015384, -3.059180], [1.912212, -4.606615, -1.573588], [1.753295, -2.837331, -1.891107], [-2.846846, -3.231554, 0.543342], [-3.006650, -2.140654, 0.460945], [-3.662945, -3.670256, 1.136709], [-2.915262, -3.701191, -0.444300], [-1.538330, -3.046133, 2.665426], [-1.486106, -1.942968, 2.709165], [-0.707808, -3.444142, 3.255547], [-2.469814, -3.383416, 3.145955], [0.202538, -0.823846, -2.792255], [-0.275811, -0.198700, -2.511961], [-1.411169, 0.865171, 3.757735], [0.016874, 1.169625, 3.897224], [0.941931, 1.001866, 2.947109], [2.226984, 1.172682, 3.346534], [0.699392, 0.726772, 1.702177], [-1.664332, 0.658352, 2.716820], [-2.027686, 1.717901, 4.092568], [-1.668033, -0.047838, 4.325097], [0.348389, 1.328712, 4.837288], [2.952454, 1.022203, 2.664974], [2.394670, 1.278919, 4.351053]],
  "forces_ev_per_angstrom": [[0.1, -0.3, 2.5], [6.9, 2.0, 3.6], [-5.6, -1.8, -3.7], [-5.5, 2.6, 2.7], [4.9, -2.3, -2.8], [-0.1, 2.2, -1.2], [0.1, -0.7, 0.2], [0.0, -0.4, 0.4], [-0.5, -0.9, 1.0], [0.3, 0.3, 0.0], [0.8, -1.1, 0.6], [-0.2, 0.3, 0.2], [1.0, 1.6, 0.4], [-0.9, -2.8, -0.9], [0.1, 0.6, 0.0], [-0.3, -0.1, 0.2], [-0.6, 1.1, 0.5], [0.2, 0.4, -0.1], [-0.1, 0.1, 0.2], [0.4, -0.1, -0.2], [-0.5, -0.3, 0.0], [-0.1, 0.3, -0.1], [0.2, 0.2, -0.6], [-0.4, -0.3, 0.0], [0.2, -0.2, 0.0], [0.0, 0.2, 0.4], [-0.4, 0.5, -0.4], [0.2, 0.1, 0.3], [-0.2, -0.2, 0.1], [0.2, -0.3, -0.1], [0.2, 0.0, 0.2], [-0.4, 0.0, 0.0], [0.0, 0.4, -0.2], [0.3, -0.3, -0.3], [0.5, -0.2, 0.0], [-0.3, 0.3, -0.3], [0.2, -0.1, 0.3], [0.0, 0.4, -0.7], [-0.2, 0.4, 0.0], [-0.2, 0.3, -0.4], [0.0, -0.1, 0.4], [0.1, -0.2, -0.2], [-0.5, -0.5, -0.1], [0.1, 0.0, 0.4], [0.3, 0.1, -0.2], [-0.1, 0.2, 0.0], [0.3, -0.1, 0.3], [0.3, 0.0, -0.2], [-0.1, 0.5, -0.8], [0.1, -0.2, 0.1], [-0.3, 0.1, -0.1], [-0.1, -0.2, 0.0], [-0.5, -0.9, -0.6], [-0.1, 0.4, 0.2], [1.1, -0.3, -0.6], [0.1, 1.1, 0.1], [0.0, 0.0, 0.4], [-0.3, 0.5, -0.3], [-0.2, -0.5, -0.1], [-0.1, -0.4, -0.2], [-0.1, -0.5, 0.0], [0.3, 0.3, 0.0], [-0.3, 0.1, 0.8], [0.1, -0.1, 0.5], [-0.1, -0.3, 0.0], [-0.2, 0.1, 0.0], [0.3, 0.2, -0.1], [-1.3, 1.5, 0.9], [1.3, -1.9, -1.2], [-0.3, -0.1, 0.2], [-0.5, -0.5, -1.0], [0.9, 0.0, 0.6], [-1.4, -0.3, -0.2], [-0.7, -0.4, -0.6], [0.4, 0.2, 0.3], [0.3, -0.4, 0.0], [0.1, 0.6, 0.0], [0.0, 0.1, 0.0], [0.3, 0.1, 0.4], [0.5, 0.0, -0.8]]
}